1.
A 16-piece molecular cluster, CH32O17 overall at a distorted geometry, computed with wB97M-V/def2-TZVPD.

Each line ends with the Mulliken charge.
CARTESIAN COORDINATES (ANGSTROEM)
H  3.23  -1.00  0.96  0.330
O  -2.08  -1.92  1.84  -0.830
H  1.53  -2.69  -0.28  0.433
O  0.99  -3.01  -1.00  -0.822
C  0.05  0.06  0.21  0.431
H  -2.21  -2.07  -1.39  0.331
H  1.82  1.11  2.93  0.495
H  -1.51  1.52  -1.44  0.371
O  -0.45  2.88  2.25  -0.717
H  3.18  2.02  1.56  0.397
O  2.52  -1.55  0.68  -0.820
H  0.40  -1.93  -2.20  0.412
H  -2.97  0.79  0.59  0.517
H  -3.42  -1.24  -1.95  0.263
O  -1.94  2.08  0.17  -0.708
H  -1.25  -1.45  1.87  0.391
H  -2.00  -3.98  -0.27  0.227
O  2.60  -0.96  -1.95  -0.764
O  -2.50  -1.31  -2.03  -0.731
H  -2.68  -1.26  1.55  0.422
H  -0.81  3.51  2.91  0.232
H  -4.20  0.39  1.47  0.273
H  -1.78  -2.71  0.60  0.498
O  0.89  0.96  -0.13  -0.426
O  -3.59  0.07  0.84  -0.711
H  1.78  -1.18  1.18  0.261
H  0.05  -3.17  -0.67  0.377
O  1.78  3.34  0.82  -0.852
H  -1.31  2.34  0.94  0.359
H  2.52  -1.07  -1.00  0.475
H  1.52  2.70  0.19  0.328
H  -0.84  -1.40  -2.94  0.328
H  -2.36  2.89  -0.06  0.254
H  1.59  0.20  -2.57  0.626
O  0.93  1.03  3.36  -0.903
O  0.10  -1.20  -2.78  -0.648
H  -1.77  0.27  -2.26  0.426
H  2.40  -1.84  -2.30  0.328
O  2.94  1.07  1.60  -0.833
H  1.00  3.37  1.41  0.478
H  2.27  0.96  0.96  0.496
O  -1.37  1.13  -2.29  -0.798
H  1.13  1.25  -1.51  0.338
O  -1.61  -3.17  -0.34  -0.745
O  0.12  -0.52  1.31  -1.100
H  0.20  0.91  -2.71  0.621
H  -0.66  -0.27  -0.50  0.450
H  0.04  2.14  2.72  0.435
O  1.19  1.10  -2.59  -0.600
H  0.58  0.35  2.77  0.404

Computed properties:
energy above the lowest of the compared OMol25 structures with the same formula, charge and spin = 0.0 kJ/mol
spin multiplicity = 1
frontier orbital gap = 0.401 Ha
HOMO level = -10.915 eV
F_max = 3.76 eV/A

=====

2.
C2H2BeFO2 as an isolated structure at a distorted geometry, computed with wB97M-V/def2-TZVPD.

Each line ends with the Mulliken charge.
CARTESIAN COORDINATES (ANGSTROEM)
H  0.34  1.40  -1.19  0.374
C  0.42  0.35  -1.52  0.307
Be  0.82  -1.93  -1.37  0.081
F  1.48  -3.18  -1.23  -0.047
O  1.42  -0.33  -1.37  -0.179
O  -0.84  -1.63  -1.46  -0.182
C  -0.92  -0.42  -1.53  0.254
H  -1.86  0.10  -1.78  0.392

Computed properties:
energy above the lowest of the compared OMol25 structures with the same formula, charge and spin = 0.0 kJ/mol
total charge = +1
spin multiplicity = 1
frontier orbital gap = 0.342 Ha
HOMO level = -17.977 eV
F_max = 3.32 eV/A

=====

3.
A 3-piece molecular cluster, C37H51F5N5O6PS overall at a distorted geometry, computed with wB97M-V/def2-TZVPD.

Each line ends with the Mulliken charge.
CARTESIAN COORDINATES (ANGSTROEM)
C  4.82  4.21  -6.14  -0.344
N  3.93  5.99  -4.19  -0.430
C  0.63  2.61  -2.79  0.339
H  -2.65  -3.98  3.42  0.091
H  -0.24  4.43  -2.81  0.415
F  0.77  -3.32  -1.90  -0.073
C  1.92  6.79  -0.26  -0.595
H  -1.48  -7.59  -2.09  0.321
C  -1.01  1.33  0.03  0.405
C  3.45  6.06  5.61  -0.624
C  -2.41  2.78  1.71  -1.259
H  3.49  3.94  1.55  0.322
C  2.70  3.47  5.28  -0.269
C  -1.17  0.21  -1.09  0.598
H  -4.07  -6.69  -1.04  0.332
H  3.12  4.36  -3.23  0.605
H  -1.46  -5.85  4.27  0.231
O  1.87  2.64  -3.03  -0.526
H  0.49  -6.36  -1.57  0.236
C  -2.67  -3.00  2.84  0.195
C  -5.14  -3.99  -0.51  -0.135
H  4.81  7.48  -5.31  0.356
H  0.60  0.50  -3.59  -0.023
H  0.32  6.63  -1.97  0.234
C  0.93  4.45  -1.17  0.650
H  -2.83  -5.27  0.43  0.126
H  -1.99  -7.12  2.16  0.369
C  -2.18  2.41  0.14  0.387
H  -3.29  -2.30  4.95  0.360
C  2.84  6.10  0.78  -0.493
C  -3.22  -1.87  3.88  -1.044
H  -3.18  3.64  1.71  0.395
H  3.51  6.65  1.52  0.445
H  -0.04  1.91  -0.21  -1.283
C  -2.94  -2.70  0.38  0.306
H  -2.58  -0.91  3.87  0.174
C  -2.51  -1.12  0.42  -0.183
H  -2.17  1.77  -2.50  0.433
H  -2.74  1.88  2.32  0.251
C  -1.45  0.89  -2.53  -0.975
N  2.60  4.28  4.22  -0.223
C  -4.11  -2.79  -0.75  -0.621
O  0.62  -1.58  0.21  -0.593
F  -3.45  2.03  -0.40  -0.357
N  -3.57  -3.11  1.66  -0.251
C  0.55  -2.03  -2.47  0.726
H  -4.29  -1.53  3.62  0.234
H  -1.13  -5.04  -2.24  0.044
H  2.89  6.20  3.53  0.263
F  -3.66  -0.45  1.01  -0.494
C  3.54  5.19  6.69  -0.195
N  -3.45  -7.47  -1.34  -0.722
N  0.00  3.74  -2.07  0.040
C  2.84  4.55  0.81  -0.528
C  -2.31  -6.92  -1.70  -0.119
H  -4.49  -2.69  1.80  0.438
C  -0.91  -6.76  2.19  -0.529
O  -2.22  -0.75  -0.91  -0.249
C  0.77  -6.47  -0.47  -0.491
O  -1.74  -3.41  0.03  -0.322
H  -4.91  -4.98  0.01  0.314
H  3.89  2.70  -4.92  0.397
H  0.36  -6.39  4.10  0.303
H  -1.98  0.06  -3.15  0.391
S  0.46  -0.77  -1.05  0.755
H  2.15  -4.67  0.00  0.179
H  3.74  7.10  5.70  0.352
H  3.21  3.16  7.35  0.356
H  -0.17  -7.65  2.19  0.344
C  3.15  3.87  6.53  -0.405
H  1.93  7.94  -0.26  0.276
H  3.90  5.54  7.65  0.370
H  -1.59  -2.72  2.56  0.073
C  3.68  4.67  -4.11  -0.101
H  1.92  2.64  -0.10  0.090
H  -0.54  1.66  -4.41  0.476
O  1.67  0.16  -1.08  -0.600
H  -1.44  3.25  2.11  0.299
F  -0.66  -2.13  -3.20  -0.226
H  -1.91  3.42  -0.35  0.297
C  5.09  5.57  -6.26  -0.337
H  5.17  3.52  -6.90  0.366
H  -1.68  -1.04  1.18  0.416
H  2.97  -6.38  0.29  0.321
H  2.39  2.44  5.10  0.355
C  4.62  6.41  -5.26  -0.283
C  -1.92  -4.84  -0.10  0.371
C  2.24  -5.76  -0.33  -0.954
H  5.64  5.96  -7.10  0.356
H  2.68  -5.72  -1.40  0.302
C  0.96  6.02  -1.24  -0.605
H  -3.57  -2.82  -1.76  0.259
C  -0.16  1.33  -3.37  -0.618
C  -0.56  -5.94  3.57  -0.792
C  1.90  3.79  -0.15  0.095
H  0.96  -7.59  -0.24  0.391
C  4.11  3.75  -5.05  -0.485
H  -0.25  -4.86  3.30  0.199
C  -2.07  -5.31  -1.66  -0.596
F  1.64  -1.81  -3.34  -0.219
C  2.98  5.56  4.41  0.027
O  -6.34  -3.82  -0.89  -0.586
H  -0.83  0.92  1.10  0.764
P  -0.39  -5.63  0.76  -0.004
H  -4.75  -1.82  -0.78  0.460
H  -2.97  -4.85  -2.18  0.486

Computed properties:
spin multiplicity = 1
frontier orbital gap = 0.295 Ha
HOMO level = -7.791 eV
F_max = 7.54 eV/A
structure (SMILES) = [H]/N=C\C[C@H](O[C@@](CC=O)(NCC)[C@H](F)O[C@@](CCC(=O)Nc1ccccc1)(C[C@H](C)F)S(=O)(=O)C(F)(F)F)P(CC)CC.c1ccncc1.c1ccncc1

=====

4.
An isolated ion of composition C4H11NOS and charge +1 at a distorted geometry, computed with wB97M-V/def2-TZVPD.

Each line ends with the Löwdin spin population.
CARTESIAN COORDINATES (ANGSTROEM)
H  -0.36  -3.39  -0.52  0.003
H  0.81  -1.13  0.33  0.000
C  0.16  -0.61  -0.43  0.036
H  -1.76  -1.73  -0.47  0.002
C  1.11  1.53  0.66  0.074
H  -0.82  1.28  -0.60  0.001
H  0.89  -0.39  -1.22  0.001
O  1.98  1.86  -0.34  0.068
C  -0.93  -1.42  -1.12  0.008
H  -1.90  0.94  1.51  0.005
H  1.91  2.84  -0.48  0.000
N  -0.96  0.34  1.41  0.625
C  -0.17  0.66  0.20  0.089
S  -0.45  -3.07  -1.75  0.067
H  -0.49  -0.16  2.13  0.018
H  0.76  2.48  1.28  0.002
H  1.63  0.75  1.36  0.004
H  -1.40  -0.77  -1.94  0.000

Computed properties:
energy above the lowest of the compared OMol25 structures with the same formula, charge and spin = 225.0 kJ/mol
total charge = +1
spin multiplicity = 2
frontier orbital gap (spin up / spin down) = 0.343 / 0.149 Ha
HOMO level (spin up / spin down) = -12.839 / -12.523 eV
F_max = 5.11 eV/A

=====

5.
C27H32BI3N7O5PTi as an isolated structure at a distorted geometry, computed with wB97M-V/def2-TZVPD.

Each line ends with the Löwdin spin population.
CARTESIAN COORDINATES (ANGSTROEM)
H  12.34  9.68  14.02  0.004
H  9.93  16.44  9.20  0.000
C  15.18  18.76  11.47  0.000
B  16.48  8.07  8.11  0.000
H  9.86  6.36  5.25  0.000
H  17.65  7.93  8.05  0.000
I  17.81  10.13  15.18  0.027
H  14.67  19.56  11.72  0.000
O  14.08  18.19  10.59  0.000
I  3.77  5.57  9.19  0.016
N  14.90  9.92  7.80  0.000
H  11.75  9.78  7.89  0.000
C  10.37  18.93  10.95  0.000
H  14.41  8.98  17.67  0.016
C  10.08  7.29  9.82  -0.017
H  8.09  4.47  9.73  0.017
C  13.18  5.71  7.07  0.000
C  10.86  6.30  5.65  0.000
C  13.43  9.06  17.20  0.086
C  11.72  5.22  5.27  0.000
N  11.44  8.99  8.12  0.001
C  16.92  10.77  7.69  0.000
H  11.33  4.54  4.63  0.000
C  12.96  5.10  5.91  0.000
O  11.24  7.74  10.37  -0.007
H  10.59  15.44  10.50  0.000
C  11.41  7.10  6.62  0.000
H  7.62  7.84  7.31  0.016
H  10.16  8.71  6.37  0.000
H  10.30  17.83  11.09  0.000
H  9.75  19.06  10.10  0.000
H  11.42  15.25  8.97  0.000
C  14.77  11.29  7.94  0.000
P  12.47  18.10  11.08  0.000
C  15.95  7.34  11.87  0.000
O  11.70  19.47  10.81  0.000
C  11.30  8.41  16.86  -0.021
C  8.26  7.47  8.15  0.096
H  13.49  4.10  5.68  0.000
H  17.81  7.64  10.60  0.000
N  12.47  6.80  7.38  0.000
H  9.61  10.06  8.06  0.000
H  13.80  7.64  11.95  0.000
H  16.29  7.22  12.88  0.000
H  13.79  11.54  8.25  0.000
H  17.81  10.76  7.18  0.000
I  10.23  4.98  11.98  0.018
H  12.18  8.05  18.67  0.002
H  10.35  7.92  17.10  0.000
C  10.07  9.35  8.67  0.008
C  9.64  5.99  10.25  0.037
H  15.23  18.05  12.24  0.000
H  15.94  18.83  10.79  0.000
C  8.03  6.15  8.47  0.682
C  9.34  8.08  8.82  0.029
N  11.27  9.01  15.61  0.062
Ti  12.88  8.42  9.50  0.000
H  14.18  5.57  7.65  0.000
N  15.94  7.67  9.65  0.000
H  16.35  12.90  7.89  0.000
H  9.87  19.23  11.87  0.000
H  15.81  7.45  7.36  0.000
H  11.95  8.95  6.07  0.000
C  12.30  8.48  17.69  0.019
C  10.88  16.05  9.63  0.000
O  13.44  9.47  10.56  0.000
C  16.04  11.84  7.90  0.000
C  12.41  9.35  15.06  0.075
C  14.72  7.52  11.41  0.000
C  11.19  8.59  6.70  0.000
C  8.53  5.44  9.49  0.105
O  11.79  17.08  9.88  0.000
H  10.25  9.81  9.66  0.001
C  13.56  9.43  15.88  0.731
C  16.73  7.50  10.71  0.000
N  14.69  7.64  10.06  0.000
N  16.15  9.67  7.65  0.000

Computed properties:
energy above the lowest of the compared OMol25 structures with the same formula, charge and spin = 114.0 kJ/mol
total charge = -2
spin multiplicity = 3
frontier orbital gap (spin up / spin down) = 0.198 / 0.197 Ha
HOMO level (spin up / spin down) = -2.370 / -2.345 eV
F_max = 10.05 eV/A

=====

6.
C33H25Cl5EuN5O7 as an isolated structure, computed with wB97M-V/def2-TZVPD.

Each line ends with the Löwdin spin population.
CARTESIAN COORDINATES (ANGSTROEM)
H  1.21  2.20  -1.97  0.000
Cl  -3.56  1.29  3.05  -0.002
Cl  -6.60  0.57  3.31  0.000
H  1.08  2.23  -6.12  0.000
H  1.37  4.93  -3.70  0.000
H  1.60  -4.40  1.11  0.000
C  1.05  -3.87  0.34  0.000
H  3.69  0.12  -0.72  0.000
C  -5.51  -0.54  2.56  0.000
C  4.42  0.52  -1.42  0.000
Cl  -7.63  -2.18  2.24  0.000
C  3.96  1.11  -4.73  0.000
H  2.82  -0.72  5.48  0.000
C  -1.31  3.46  1.37  -0.001
H  -0.24  4.27  -3.32  0.000
C  -5.97  -1.76  2.08  0.000
C  0.46  -4.56  -0.70  0.000
H  5.43  0.29  -1.07  0.000
H  -1.11  -2.97  -4.18  0.000
C  3.44  0.53  -3.58  0.000
O  2.65  -0.07  3.97  0.000
H  -0.72  -4.43  -2.49  0.000
C  -0.87  2.36  0.63  -0.018
H  1.75  -1.12  -2.14  0.000
Eu  -1.01  0.13  1.61  6.072
H  -1.96  3.30  2.23  0.000
C  3.11  1.73  -5.64  0.000
H  -1.31  5.58  1.72  0.000
C  -0.37  -2.49  -1.63  0.000
O  1.43  -2.24  7.72  0.000
C  1.63  -1.63  6.70  0.000
H  0.53  -5.63  -0.76  0.000
C  1.49  -0.14  3.60  0.000
C  1.22  1.15  -4.28  0.000
C  -0.25  -3.87  -1.69  0.000
H  5.03  1.08  -4.89  0.000
H  4.31  1.60  -1.50  0.000
O  4.30  -0.09  -2.71  0.000
N  0.08  -0.38  -0.44  -0.011
C  -3.73  -2.30  1.39  -0.001
C  0.69  0.39  -1.30  0.000
C  0.32  3.99  -0.76  -0.001
Cl  -5.65  -4.18  0.94  0.000
H  -1.18  -2.37  6.81  0.000
N  0.58  1.73  -1.32  0.000
C  1.74  1.75  -5.41  0.000
H  3.52  2.18  -6.53  0.000
H  -2.51  -3.11  -3.08  0.000
O  2.83  -1.19  6.36  0.000
H  -2.48  -1.65  4.72  0.000
N  1.56  -0.13  -2.22  0.000
C  -5.08  -2.66  1.49  0.000
O  -1.06  -1.74  -2.51  0.000
O  1.19  4.20  -1.82  0.000
C  0.52  -1.41  5.73  0.000
Cl  -2.62  -3.45  0.69  0.000
C  -0.77  -1.85  5.96  0.000
C  0.46  -0.79  4.46  0.001
N  -0.78  -0.85  3.98  -0.006
C  -3.23  -1.09  1.83  -0.013
C  -0.03  2.67  -0.45  -0.003
C  -0.13  5.04  0.01  0.000
C  2.07  0.54  -3.36  0.000
N  -1.51  -1.49  4.90  0.000
C  0.95  -2.49  0.39  0.000
O  1.02  0.29  2.48  -0.013
H  0.18  6.05  -0.23  0.000
H  0.25  5.85  -2.66  0.000
C  0.25  -1.79  -0.58  -0.001
C  -1.78  -2.43  -3.52  0.000
H  0.15  1.13  -4.10  0.000
H  1.45  -1.92  1.18  0.000
C  -0.96  4.77  1.10  0.000
C  -4.16  -0.26  2.42  -0.001
C  0.60  4.85  -2.93  0.000
H  -2.30  -1.66  -4.09  0.000

Computed properties:
spin multiplicity = 7
frontier orbital gap (spin up / spin down) = 0.276 / 0.313 Ha
HOMO level (spin up / spin down) = -8.311 / -8.314 eV
F_max = 0.44 eV/A

=====

7.
One molecule with the formula C23H31N3O5 at a distorted geometry, computed with wB97M-V/def2-TZVPD.

Each line ends with the Mulliken charge.
CARTESIAN COORDINATES (ANGSTROEM)
C  -1.76  -0.97  0.57  -0.115
C  -3.69  0.55  1.22  0.102
C  6.70  0.40  0.39  1.137
H  -0.39  0.09  -2.29  0.448
H  -2.25  1.25  -1.85  0.506
H  9.19  -0.68  0.39  0.365
H  -0.85  -1.43  0.96  0.323
H  -1.78  0.45  2.18  0.511
H  -7.94  -0.65  1.17  0.338
C  0.74  -1.13  -1.00  0.973
C  -2.56  0.60  -1.03  -0.909
H  7.12  -1.62  0.97  0.378
C  4.13  -0.54  -0.14  -0.491
H  -0.56  -3.59  -0.89  0.247
H  -2.79  -0.98  2.45  0.395
H  -5.64  2.19  1.28  0.396
C  5.10  -1.41  0.33  -1.196
C  -0.58  -0.66  -1.51  -1.292
H  -2.53  2.17  0.41  0.469
C  -7.21  -0.62  0.36  -0.701
C  0.45  -3.68  -0.49  -1.645
H  -6.84  -1.63  0.15  0.366
O  6.11  2.57  -0.27  -0.437
C  5.71  1.28  -0.10  0.830
H  -3.27  -0.15  -1.43  0.302
H  4.87  -2.45  0.50  0.450
N  1.81  -0.28  -0.89  -0.565
H  -6.41  2.16  -1.08  0.323
H  -4.09  1.97  -0.40  0.313
C  -2.48  -0.24  1.71  -1.726
O  7.92  0.95  0.61  -0.422
H  -1.11  -1.52  -1.97  0.305
O  2.44  -2.29  -0.22  -0.439
H  -7.22  1.58  1.82  0.305
C  6.38  -0.94  0.60  -0.498
H  3.65  1.44  -0.73  0.628
H  -8.75  -0.55  -1.17  0.343
C  5.17  3.50  -0.75  -0.918
N  -6.08  0.20  0.77  0.049
H  4.80  3.22  -1.75  0.363
H  4.32  3.59  -0.07  0.365
C  -3.24  1.43  0.04  -0.690
H  -4.03  1.19  2.05  0.628
H  5.70  4.45  -0.81  0.224
C  4.44  0.81  -0.36  -0.339
H  0.99  -4.44  -1.06  0.459
C  8.96  0.13  1.09  -0.930
H  -2.41  -1.76  0.17  0.295
C  -4.84  -0.36  0.82  0.432
C  -7.15  2.12  -0.27  -0.534
C  1.14  -2.37  -0.59  0.650
H  -7.13  -0.04  -1.72  0.324
H  9.82  0.78  1.20  0.230
H  8.71  -0.30  2.07  0.365
N  -1.38  -0.03  -0.47  -0.010
O  -8.24  1.33  -0.65  -0.383
C  -7.85  -0.01  -0.89  -0.580
C  2.79  -1.00  -0.43  0.344
H  0.39  -4.01  0.54  0.312
C  -6.48  1.56  1.00  -0.637
H  -7.54  3.12  -0.09  0.341
O  -4.69  -1.54  0.57  -0.681

Computed properties:
energy above the lowest of the compared OMol25 structures with the same formula, charge and spin = 313.4 kJ/mol
spin multiplicity = 1
frontier orbital gap = 0.307 Ha
HOMO level = -7.545 eV
F_max = 1.19 eV/A
structure (SMILES) = COc1ccc(-c2nc(CN3CCC(C(=O)N4CCOCC4)CC3)c(C)o2)cc1OC

=====

Going through the records in order, we get DFT total energy values of -36366.8451 -9314.2253 -92629.9364 -18688.7498 -106563.1909 -138351.7527 -39061.4506 eV.